1.
DFT (ωB97M-V/def2-TZVPD) results for 2 unconnected molecules or ions with the total composition C25H33BrN3O7PS3.

Summary:
Orbital gap, eV: 6.1
Net charge: 0
Max |F|, eV/A: 5.58
Multiplicity: 1
SMILES string: C=Cc1cccc2c1Sc1c(cc(P(N)O)c(Br)c1N=C=S)N2COCCOCCOCC.CCOS(C)(=O)=O

Structure (XYZ):
```
73
C25H33BrN3O7PS3 (ωB97M-V/def2-TZVPD)
Br 0.14260 3.14177 0.24452
S -0.43689 -2.56991 2.08657
S -0.79830 4.78685 -7.04501
S -3.67208 0.03324 1.30124
P 2.37639 1.83763 -2.28879
O -1.80887 3.76133 -6.98410
O 2.89395 -2.84883 1.77756
O 1.94024 -1.90285 4.58011
O 3.45539 0.92526 -3.26106
O -1.18689 5.96288 -6.00388
O -0.39494 5.38043 -8.29284
O 0.37125 0.99365 6.03369
N -0.92686 0.64029 2.15732
N 1.02646 2.26754 -3.38292
N 1.59677 -3.31593 -0.27113
C -3.58095 -3.47987 2.74380
C 2.13938 -0.53134 4.99551
C -2.18977 6.90529 -6.38632
C 1.60257 0.66425 -1.02369
C -0.90514 1.65384 5.85840
C 0.63943 4.19529 -6.19909
C 0.32248 -1.28580 0.95980
C 1.29514 -1.87716 -0.13413
C -2.03090 -4.83461 0.99407
C 0.64474 1.24439 0.05918
C -3.14744 -4.70079 2.10249
C 0.36031 -4.15211 -0.21194
C 2.63283 -3.78867 0.69426
C -2.22512 -5.95206 -0.09511
C 0.01014 0.23577 1.05442
C -2.15813 0.50343 1.74617
C -0.77573 3.02372 4.98517
C -0.75384 -3.96634 0.87906
C 0.78213 0.32772 4.81836
C 3.19475 -2.56978 4.30349
C 1.94199 -0.86308 -1.14561
C -1.14326 -6.18296 -1.21115
C -3.58053 6.30088 -6.32804
C 3.02441 -3.53710 3.04573
C 0.14984 -5.30122 -1.26538
H 3.93470 -4.22974 2.99484
H 2.36150 -4.80215 1.15403
H 4.08043 -1.84651 4.23768
H -3.69785 5.50839 -7.06994
H 0.90317 -5.53334 -2.09546
H 3.65176 -3.92817 0.15963
H -0.05958 -0.38990 4.48695
H -1.97573 7.31252 -7.37875
H -1.19706 3.91319 5.56427
H 3.40349 -3.25407 5.21633
H -2.13236 7.73582 -5.67813
H 2.05334 -4.13658 3.20309
H -1.61418 0.94164 5.28001
H 2.63091 -1.26253 -1.97600
H -1.35652 1.93020 6.88534
H 2.55616 -0.46956 6.06925
H -3.18577 -3.27444 3.81197
H -3.69661 -5.67681 2.39111
H 0.36492 3.92792 -5.17962
H 0.96051 1.13583 4.01923
H -1.31527 2.88397 3.97189
H -1.36284 -7.03704 -1.93616
H -4.26780 -2.68814 2.29031
H 0.71879 1.36259 -3.81009
H -3.76613 5.85528 -5.34757
H 2.90876 -0.03157 4.28644
H -3.18100 -6.58848 -0.05194
H 1.40228 4.97238 -6.20797
H 2.86290 0.40300 -3.86736
H 0.99620 3.31246 -6.72969
H -4.34161 7.05899 -6.52551
H 0.32634 3.23702 4.73552
H 0.20665 2.53279 -2.79447
```



2.
DFT (ωB97M-V/def2-TZVPD) results for a molecular structure, C22H50LaN3P3S.

Summary:
Orbital gap (alpha / beta), eV: 3.0 / 2.8
Net charge: +3
Max |F|, eV/A: 14.76
Multiplicity: 1

Structure (XYZ):
```
80
C22H50LaN3P3S (ωB97M-V/def2-TZVPD)
La 0.51770 -0.79992 0.03613
S -1.53156 -1.05463 -1.29804
P -0.74778 -1.47268 1.89455
P 2.51925 -0.67491 1.09967
P 0.95075 -2.85739 -1.01511
N 0.72461 2.38995 3.72033
N -0.47098 3.69853 2.04726
N 0.08453 1.53127 1.35016
C 2.50929 -2.79018 -1.98441
C -0.21486 -3.52942 -2.27910
C 0.11910 2.43234 2.35010
C -2.75691 0.73304 -4.69459
C 3.90210 -0.03746 0.05594
C -1.58458 0.96027 -5.42300
C 2.78396 0.40573 2.58256
C -0.31395 -0.06954 -3.63163
C 1.24662 -4.45292 -0.11486
C 1.26160 3.66434 4.20304
C -4.22405 1.28021 -8.16441
C -1.68224 -0.15602 2.78791
C 0.11707 -2.24438 3.33855
C -1.48515 -0.30095 -2.88974
C -2.10229 -2.71583 1.70019
C -5.36171 0.90044 -7.58798
C 0.29350 4.72528 1.36899
C -2.71215 0.11389 -3.44986
C -1.80761 3.97120 2.53231
C -0.36663 0.55143 -4.87938
C 3.31111 -2.19466 1.80433
C 0.74195 1.39253 4.81749
H -2.11956 5.00769 2.28507
H 0.39753 5.60891 2.03676
H 0.45379 0.35408 4.66013
H 0.55777 -3.20112 3.04663
H 1.79642 -5.14232 -0.76521
H -0.58341 -2.41953 4.16294
H -2.52279 3.25989 2.06886
H -0.39648 1.94431 0.53570
H 3.75908 0.19496 3.03563
H -1.62287 1.44534 -6.39408
H 1.31406 4.36112 1.11962
H -1.84371 3.84493 3.63621
H 2.74963 1.46092 2.30248
H -3.62858 -0.05511 -2.89047
H 2.00371 0.21593 3.32403
H -2.09971 0.54349 2.05892
H 0.29278 -4.91712 0.15163
H 1.82942 -4.29585 0.79598
H 2.57587 -3.63682 -2.67701
H 3.35663 -2.80774 -1.29402
H -0.22253 5.03083 0.43780
H -2.48644 -3.04318 2.67311
H 2.54176 -1.85163 -2.54131
H 0.47555 4.44333 4.24212
H -6.02418 1.61408 -7.10490
H 1.77517 1.29992 5.22240
H 4.21866 -1.93601 2.36124
H 0.91921 -1.59095 3.68691
H 1.67765 3.60077 5.23560
H 2.09619 3.98742 3.54745
H 1.37614 -0.26630 -1.25774
H -3.71705 1.04315 -5.10047
H 0.16222 -4.48694 -2.65475
H -3.56157 0.56647 -8.64746
H 0.10809 1.75868 5.65424
H 3.99864 -0.65371 -0.84087
H 3.57012 -2.89456 1.01096
H -5.67729 -0.13967 -7.57536
H -2.48132 -0.58182 3.40516
H -0.29823 -2.81943 -3.10419
H 4.85464 -0.02495 0.59780
H -1.72882 -3.58420 1.14936
H -1.19575 -3.69300 -1.82634
H -3.90842 2.32034 -8.17694
H 2.61243 -2.69228 2.48162
H -0.99517 0.40502 3.42788
H 3.64904 0.97562 -0.26774
H -2.91812 -2.26690 1.12940
H 0.55706 0.71470 -5.43054
H 0.63207 -0.40032 -3.21163
```



3.
DFT (ωB97M-V/def2-TZVPD) results for a molecular structure, F4H8N2O12PbS4.

Summary:
Orbital gap, eV: 9.8
Net charge: 0
Max |F|, eV/A: 6.14
Multiplicity: 1

Structure (XYZ):
```
31
F4H8N2O12PbS4 (ωB97M-V/def2-TZVPD)
Pb 0.33673 0.35157 0.13073
S 1.65557 -1.10699 3.30029
S 0.75655 -2.86365 1.89408
S -2.05531 -0.92434 -2.50191
S -2.37741 1.41609 -1.84053
F -1.28326 2.37855 -1.16653
F -0.04113 -2.89373 0.47215
F -1.50741 -2.28647 -1.84461
F 1.89642 0.48382 3.04739
O -3.46492 -1.17169 -2.53383
O 1.35685 1.82441 -1.90841
O -2.33033 1.85592 -3.20493
O 0.77813 -1.04354 4.41262
O -1.28071 -0.87626 -3.71698
O 1.35019 -1.08716 -1.92020
O 3.00341 -1.58179 3.42803
O 1.89930 -3.70379 1.66503
O 1.50327 2.41886 1.02626
O -0.25266 -3.32798 2.79372
O -3.55506 1.69226 -1.08747
O -1.50647 1.37611 1.74077
N 0.99599 -1.28941 1.76727
N -1.51169 0.04765 -1.41285
H 1.03689 3.16431 1.43114
H 2.20599 -1.48139 -2.12623
H 0.70366 -1.61647 -2.41645
H -2.29975 1.92561 1.67285
H -1.54673 0.98282 2.62523
H 2.32130 2.79741 0.67569
H 1.27352 2.76893 -1.72581
H 1.93903 1.77036 -2.67649
```



4.
DFT (ωB97M-V/def2-TZVPD) results for a molecular structure, C37H40CoN2O2Se2.

Summary:
Orbital gap, eV: 7.0
Net charge: +1
Max |F|, eV/A: 1.30
Multiplicity: 1

Structure (XYZ):
```
84
C37H40CoN2O2Se2 (ωB97M-V/def2-TZVPD)
Se 1.71758 4.17966 -1.77926
Se -1.51322 2.20017 -0.95102
Co 0.07816 0.21282 -0.69798
O -0.97238 -0.34862 -2.43002
O -1.63014 -0.56316 -0.37563
N 1.64474 0.91957 -1.64801
N 1.03106 -1.46750 -0.81129
C 3.01973 3.33879 1.60162
C -3.57160 -3.62287 -3.42669
C 5.01158 -0.76946 -1.63845
C 2.77253 -3.63202 -0.76687
C 0.59596 -2.66692 -0.50559
C 3.03637 5.30692 -0.91469
C 0.19749 -0.50154 1.97339
C -1.38168 -2.60950 -3.99834
C -4.39459 -0.94772 -0.18064
C 4.63381 -2.04791 -1.34546
C 1.63263 -0.16353 4.04077
C 2.34375 -1.30322 -1.14601
C -2.61467 -2.65745 -3.13252
C -1.80284 -0.85203 -1.62398
C 1.00279 -1.21246 6.11545
C 2.42655 2.17697 1.12687
C -1.07432 4.09383 -1.15513
C -4.74855 -3.74482 -2.70287
C 4.05550 0.27056 -1.74814
C -0.33807 -1.52449 4.14972
C 2.74164 -0.00715 -1.52835
C 1.44260 -3.79135 -0.50071
C -2.85276 -1.79797 -2.04584
C 0.51022 -0.70243 3.40745
C 0.23579 4.59020 -0.57668
C 0.54586 0.49582 1.15649
C -2.28724 2.35553 0.81537
C -4.97542 -2.85664 -1.65706
C 2.37002 4.11821 2.54678
C 3.27210 -2.35003 -1.09219
C 1.13503 3.71050 3.03628
C 1.18102 1.75839 1.59726
C -5.76055 -4.80225 -3.03844
C 1.87254 -0.41608 5.38149
C -4.04924 -1.88845 -1.30764
C 0.55477 2.54034 2.57454
C -0.10220 -1.77252 5.49343
H 0.20574 5.67934 -0.52122
H 1.02771 -4.75803 -0.25568
H 2.83279 5.02230 2.92057
H -1.39762 -3.44362 -4.69750
H -0.77855 -2.40568 6.05265
H 3.97169 5.18743 -1.45567
H -5.85757 -5.51655 -2.21909
H -1.20089 -1.96800 3.66499
H 2.71520 6.34342 -0.97531
H 1.91133 1.90311 -1.54624
H 3.16922 5.00777 0.12162
H 4.36730 1.26909 -2.02863
H 1.19435 -1.40490 7.16277
H -6.74474 -4.36186 -3.20239
H 2.74913 0.00576 5.85610
H 1.23307 0.82342 -2.58029
H -5.47505 -0.92224 -0.04689
H -1.33415 -1.68040 -4.56416
H -0.38469 2.20031 2.99111
H 0.63324 4.29639 3.79564
H -1.13444 4.30679 -2.22203
H 4.00406 3.62187 1.24936
H -3.94144 -1.26898 0.75819
H -5.47957 -5.35208 -3.93493
H 2.33548 0.43787 3.48190
H -5.90643 -2.91424 -1.10397
H -4.05084 0.06715 -0.37312
H -3.24796 2.85609 0.72048
H -0.46160 -2.66296 -3.41467
H -1.62153 2.91314 1.46381
H -0.42506 -1.29196 1.56451
H 6.05369 -0.54034 -1.81275
H 3.45014 -4.47583 -0.72918
H -0.44909 -2.75481 -0.23496
H 2.97369 1.55248 0.43481
H -3.39048 -4.29671 -4.25581
H 5.36824 -2.84073 -1.29026
H -1.92058 4.58420 -0.67282
H -2.42066 1.34319 1.18903
H 0.43451 4.19057 0.41867
```



5.
DFT (ωB97M-V/def2-TZVPD) results for a single C11H15ClN2O molecule.

Summary:
Orbital gap (alpha / beta), eV: 7.2 / 7.2
Net charge: 0
Max |F|, eV/A: 4.23
Multiplicity: 1

Structure (XYZ):
```
30
C11H15ClN2O (ωB97M-V/def2-TZVPD)
Cl -0.42898 -3.33758 0.64617
O -1.38371 1.59617 -0.66350
N 1.87421 -1.37694 -0.07459
N 0.84592 -0.47465 -0.50935
C -2.72955 0.16567 0.39419
C 1.30767 0.68216 -1.21829
C 1.55341 -0.80521 2.34710
C -2.58635 3.48295 -1.28741
C 0.87037 -3.11432 1.62655
C 2.43126 -2.22186 -1.14861
C -0.34887 -0.58341 0.02723
C -1.44406 0.33952 -0.02533
C 1.72451 -1.89657 1.30325
C -3.41516 1.39326 0.17253
C -2.55294 2.22522 -0.54139
H 2.81487 -2.16954 1.57647
H 0.57171 -0.41428 2.15834
H 1.46680 -1.37480 3.28654
H 2.28711 0.56469 -1.68574
H 0.65405 1.01386 -2.11986
H 2.32213 -0.11256 2.64987
H 1.51938 1.56319 -0.42445
H -3.60341 3.90202 -1.43051
H -1.99380 3.32925 -2.14069
H -2.89870 -0.67030 1.18940
H -1.99881 4.16859 -0.51112
H 2.75583 -3.03014 -0.51227
H -4.42384 1.47797 0.51935
H 1.61452 -2.59454 -1.83895
H 3.19447 -1.72783 -1.76493
```



6.
DFT (ωB97M-V/def2-TZVPD) results for 2 unconnected molecules or ions with the total composition C2H2FN3.

Summary:
Orbital gap (alpha / beta), eV: 8.8 / 8.8
Net charge: 0
Max |F|, eV/A: 4.63
Multiplicity: 1

Structure (XYZ):
```
8
C2H2FN3 (ωB97M-V/def2-TZVPD)
F -0.64642 1.30765 -1.02970
N -1.13905 -1.94923 0.14598
N -0.94352 -0.79031 -0.24239
N 2.42941 1.39502 -0.35992
C 1.82381 1.25254 0.62359
C -1.06414 0.37671 -0.18656
H -1.78218 -2.49637 -0.42464
H 1.32209 0.90398 1.47365
```



Which of these has the highest max |F|? C22H50LaN3P3S